# 1
DFT (ωB97M-V/def2-TZVPD) results for a molecular structure, C21H44F12GaO15S5 at a distorted geometry.

- Spin multiplicity: 1
- Kohn-Sham gap: 7.4 eV
- Charge: -1
- HOMO energy: -0.225 hartree

Atoms and positions in Å:
C: 8.101 -3.389 0.818
Ga: 7.116 -3.615 -0.963
C: 6.849 -5.664 -1.344
F: 5.675 -5.923 -2.124
F: 7.934 -6.104 -2.180
F: 6.922 -6.474 -0.184
C: 5.416 -2.487 -1.222
F: 5.833 -1.222 -1.760
F: 4.657 -3.095 -2.290
C: 4.522 -2.180 0.053
F: 4.206 -0.782 0.003
F: 5.133 -2.377 1.291
C: 3.098 -2.912 0.083
F: 2.460 -2.443 1.269
F: 2.244 -2.491 -0.960
C: 3.156 -4.499 0.216
F: 4.392 -5.015 0.557
F: 2.674 -5.166 -0.911
F: 2.278 -4.872 1.267
H: 9.201 -3.647 0.668
H: 7.707 -4.051 1.669
H: 8.075 -2.306 1.179
H: 8.156 -3.138 -2.113
O: 5.219 -6.249 -7.181
S: 5.145 -4.914 -7.712
O: 6.274 -4.284 -8.342
O: 4.560 -3.927 -6.580
C: 5.202 -3.896 -5.296
C: 6.476 -3.074 -5.328
C: 3.763 -4.818 -8.815
H: 5.394 -4.909 -4.934
H: 4.497 -3.434 -4.604
H: 7.241 -3.562 -5.937
H: 6.877 -2.945 -4.321
H: 6.292 -2.091 -5.767
H: 2.889 -5.241 -8.322
H: 4.006 -5.393 -9.708
H: 3.594 -3.775 -9.078
O: 4.482 -0.124 -4.577
S: 3.437 0.711 -5.099
O: 3.595 1.450 -6.324
O: 2.946 1.723 -3.940
C: 3.925 2.527 -3.282
C: 4.331 3.718 -4.130
C: 1.949 -0.241 -5.204
H: 4.794 1.927 -3.000
H: 3.467 2.885 -2.357
H: 4.879 3.398 -5.018
H: 4.972 4.395 -3.561
H: 3.451 4.267 -4.474
H: 1.793 -0.757 -4.257
H: 2.069 -0.964 -6.011
H: 1.118 0.428 -5.425
O: -1.830 -0.883 2.965
S: -1.698 -1.279 4.342
O: -1.190 -0.383 5.346
O: -0.875 -2.664 4.415
C: 0.402 -2.736 3.772
C: 1.482 -2.069 4.603
C: -3.252 -1.920 4.898
H: 0.356 -2.310 2.767
H: 0.640 -3.796 3.661
H: 1.328 -0.989 4.651
H: 2.468 -2.251 4.170
H: 1.469 -2.444 5.629
H: -3.615 -2.644 4.170
H: -3.949 -1.086 4.979
H: -3.112 -2.384 5.873
O: -8.218 3.031 2.542
S: -8.093 2.634 3.920
O: -7.592 3.530 4.929
O: -7.268 1.249 3.998
C: -5.988 1.180 3.363
C: -4.913 1.849 4.198
C: -9.649 1.991 4.466
H: -6.031 1.606 2.358
H: -5.749 0.120 3.254
H: -5.068 2.929 4.246
H: -3.925 1.669 3.769
H: -4.929 1.475 5.225
H: -10.008 1.267 3.736
H: -10.348 2.824 4.543
H: -9.515 1.527 5.442
O: -7.949 9.878 2.837
S: -9.182 9.305 3.308
O: -9.539 9.314 4.701
O: -9.308 7.797 2.748
C: -8.230 6.886 2.989
C: -8.260 6.345 4.405
C: -10.521 9.995 2.379
H: -7.269 7.357 2.766
H: -8.355 6.059 2.287
H: -8.040 7.132 5.130
H: -7.520 5.553 4.530
H: -9.249 5.949 4.649
H: -10.282 9.936 1.318
H: -10.639 11.035 2.681
H: -11.430 9.437 2.604

Atom charges from the Mulliken analysis, given in e for atoms 1 to 4: number 1, C, carries -1.0319; number 2, Ga, carries -0.1896; number 3, C, carries 0.5870; number 4, F, carries -0.2266

---

# 2
DFT (ωB97M-V/def2-TZVPD) results for a molecular structure, C21H44N3OP2Pr at a distorted geometry.

- Spin multiplicity: 3
- Kohn-Sham gap (spin up / spin down): 7.3 / 6.3 eV
- Charge: +2
- HOMO energy (spin up / spin down): -0.524 / -0.521 hartree

Atoms and positions in Å:
Pr: 0.000 0.000 0.000
P: -0.055 -2.226 -0.389
P: -0.055 2.254 -0.159
N: 0.151 0.106 -2.072
C: 0.008 -2.319 -2.245
H: 0.473 -3.250 -2.614
H: -1.036 -2.281 -2.606
C: 0.745 -1.058 -2.704
H: 1.840 -1.172 -2.488
H: 0.669 -0.975 -3.813
C: 0.745 1.329 -2.582
H: 0.669 1.360 -3.693
H: 1.840 1.420 -2.355
C: 0.008 2.536 -1.995
H: -1.036 2.536 -2.358
H: 0.473 3.500 -2.267
C: 1.449 3.172 0.490
C: 1.777 2.820 1.951
H: 2.775 3.216 2.211
H: 1.787 1.732 2.117
H: 1.047 3.263 2.648
C: -1.631 3.124 0.393
C: -1.752 3.182 1.926
H: -2.780 3.469 2.212
H: -1.069 3.939 2.348
H: -1.522 2.212 2.396
C: -1.631 -3.148 0.071
C: -1.752 -3.362 1.590
H: -2.780 -3.677 1.845
H: -1.522 -2.446 2.157
H: -1.069 -4.158 1.932
C: 1.449 -3.206 0.162
C: 1.777 -3.004 1.652
H: 2.775 -3.426 1.870
H: 1.047 -3.517 2.300
H: 1.787 -1.940 1.929
C: 1.756 -0.006 0.118
O: 2.930 -0.008 0.151
C: -1.919 4.489 -0.254
H: -1.242 5.272 0.123
H: -1.830 4.458 -1.352
H: -2.952 4.800 -0.011
C: -1.919 -4.440 -0.712
H: -2.952 -4.773 -0.503
H: -1.830 -4.296 -1.802
H: -1.242 -5.257 -0.417
C: 1.453 -4.695 -0.217
H: 2.464 -5.114 -0.062
H: 0.758 -5.270 0.418
H: 1.178 -4.864 -1.272
C: 1.453 4.692 0.265
H: 0.758 5.200 0.955
H: 2.464 5.094 0.462
H: 1.178 4.969 -0.767
H: 2.239 2.725 -0.145
H: 2.239 -2.696 -0.423
H: -2.391 2.410 0.021
H: -2.391 -2.399 -0.226
H: -2.859 -0.237 -1.193
H: -2.942 -0.059 -0.414
C: -0.857 2.227 4.579
C: -0.711 0.808 4.052
N: -0.470 0.187 2.785
C: -0.192 -1.028 3.230
C: -0.355 -1.230 4.554
N: -0.694 -0.078 5.071
H: -1.910 2.441 4.856
H: -0.267 2.299 5.519
H: -0.374 3.027 4.047
H: 0.095 -1.744 2.641
H: -0.202 -2.148 5.108
H: -0.840 0.105 6.090

Atom charges from the Mulliken analysis, given in e for atoms 1 to 4: number 1, Pr, carries -1.1705; number 2, P, carries 1.2446; number 3, P, carries 1.3704; number 4, N, carries -0.0549

---

E_tot list, top to bottom, in eV: -192363.63666, -61627.78628